Record 1
This record from the OMol25 dataset describes a structure of composition C37H33F6N7O6S3Ta in a non-equilibrium geometry. The level of theory is the ωB97M-V functional and the def2-TZVPD basis.

Positions of all 93 atoms, in Å:
Ta: 1.34850 -0.06168 -0.79856
N: -0.31786 3.53713 3.80611
C: 0.12196 2.55939 2.98001
S: 1.68077 1.99434 3.06591
N: -0.84482 2.13026 2.11489
N: 0.27086 1.01982 0.38241
C: -2.20627 0.90595 0.56539
C: -3.32937 0.87614 1.60646
C: -4.03799 2.03062 1.93538
C: -5.01194 2.02191 2.93141
C: -5.30121 0.84974 3.60718
C: -4.61360 -0.31424 3.28026
C: -3.64067 -0.29742 2.29726
C: -2.37386 -0.21224 -0.48190
C: -3.64793 -0.70762 -0.74834
C: -3.86303 -1.51233 -1.85192
C: -2.80429 -1.78227 -2.69801
C: -1.57217 -1.25044 -2.37702
N: -1.34443 -0.50543 -1.28949
H: 0.36020 3.96867 4.40926
H: -1.22404 3.96356 3.71416
H: -3.85593 2.95473 1.40254
H: -5.54972 2.93267 3.16211
H: -6.06160 0.83654 4.37690
H: -4.83433 -1.23908 3.79800
H: -3.11534 -1.21561 2.06072
H: -4.47773 -0.43811 -0.11294
H: -4.85325 -1.89838 -2.05780
H: -2.92195 -2.38050 -3.59103
H: -0.72862 -1.40324 -3.03614
C: -2.26889 2.17886 -0.31255
C: -0.81778 0.89591 1.33840
C: -0.58606 -0.28213 2.29182
C: -0.98361 -0.15909 3.61412
C: -0.69090 -1.13831 4.54411
C: 0.03804 -2.24711 4.15787
C: 0.44165 -2.42740 2.83992
C: 1.26385 -3.66820 2.54039
C: 0.45164 -4.96495 2.63202
C: 0.08393 -1.44203 1.90346
N: 0.41305 -1.61813 0.51969
C: 0.16386 -2.76922 -0.02728
C: 0.59715 -2.96052 -1.34661
C: 0.58241 -4.00014 -2.25555
C: 1.23441 -3.52269 -3.40768
C: 1.62448 -2.22043 -3.14387
N: 1.24024 -1.87002 -1.88524
H: -2.08605 3.09658 0.24128
H: -3.24887 2.24466 -0.78584
H: -1.51974 2.11086 -1.10053
H: -1.78430 2.42019 2.35287
H: 0.61411 1.97691 0.41576
H: -1.52287 0.72104 3.93859
H: -1.00083 -1.01572 5.57346
H: 0.32252 -2.99004 4.89473
H: 2.06440 -3.71117 3.28146
H: 1.76160 -3.60102 1.57471
H: 0.11640 -5.14429 3.65423
H: 1.05016 -5.82160 2.32069
H: -0.44443 -4.93151 2.00809
H: -0.37729 -3.53401 0.51665
H: 0.14928 -4.97677 -2.10142
H: 1.42079 -4.06288 -4.32140
H: 2.14304 -1.52628 -3.78535
F: 3.71946 -1.52324 2.95193
C: 4.69448 -1.25205 2.10365
F: 5.56254 -2.24158 2.05147
F: 5.28611 -0.12159 2.42371
S: 3.93186 -1.12138 0.43063
O: 2.86533 -0.02926 0.58037
O: 3.37205 -2.40049 0.14510
N: 5.05302 -0.61100 -0.52618
S: 4.50007 0.52561 -1.50898
O: 4.56422 1.85139 -1.00808
O: 3.17020 0.06668 -2.06102
C: 5.62867 0.37747 -2.95405
F: 5.18163 1.22575 -3.86309
F: 5.60632 -0.85641 -3.42298
F: 6.83941 0.70572 -2.55905
O: 0.62875 0.70330 -2.61624
C: 1.04233 1.92173 -2.50870
O: 1.68999 2.18812 -1.46417
C: 0.76015 2.91464 -3.54849
C: 1.27333 4.19968 -3.40394
C: 1.00616 5.15131 -4.37278
C: 0.22651 4.81696 -5.47424
C: -0.28616 3.53219 -5.61579
C: -0.01994 2.57513 -4.65096
H: 1.88136 4.43546 -2.53986
H: 1.40400 6.15216 -4.27261
H: 0.01841 5.56359 -6.23001
H: -0.88849 3.27937 -6.47826
H: -0.40755 1.56844 -4.74158

The calculation puts the total energy at -111981.54843 eV. As for the LUMO energy: -3.6 eV. Its net charge is +1. The value obtained for the HOMO energy is -10.380 eV. For the strongest force on any atom, the calculation gives 3.13 eV/A. The calculation puts the HOMO-LUMO gap at 0.249 Eh.

---

Record 2
This record from the OMol25 dataset describes the ion C3ClO2 with charge -1 in a non-equilibrium geometry. The level of theory is the ωB97M-V functional and the def2-TZVPD basis.

Positions of all 6 atoms, in Å:
C: 0.37367 0.04450 -0.70609
C: 1.43903 0.01792 -0.13390
C: -0.90260 -0.01261 0.13243
O: -1.26250 -1.15281 0.39552
O: -1.33692 1.08910 0.44579
Cl: 3.07362 -0.00584 0.22432

The calculation puts the total energy at -19727.13743 eV. As for the LUMO energy: 3.2 eV. Its net charge is -1. The value obtained for the HOMO energy is -4.251 eV. For the strongest force on any atom, the calculation gives 3.10 eV/A. Its SMILES is O=C([O-])C#CCl. The calculation puts the HOMO-LUMO gap at 0.273 Eh.

---

Record 3
This record from the OMol25 dataset describes the molecule C24H36N4O4S in a non-equilibrium geometry. The level of theory is the ωB97M-V functional and the def2-TZVPD basis.

Positions of all 69 atoms, in Å:
C: -5.37674 -2.48732 -2.30656
H: -6.14610 -1.72929 -2.42743
H: -4.51622 -2.21061 -2.90934
H: -5.76955 -3.43502 -2.66742
C: -4.96107 -2.62028 -0.84398
N: -4.29622 -1.42241 -0.37428
C: -5.16559 -0.27464 -0.19292
C: -4.83556 0.82847 -1.21462
N: -3.48019 1.28961 -1.05866
C: -3.17317 2.38359 -0.34876
O: -3.99992 3.15321 0.12144
C: -1.70544 2.64145 -0.18204
C: -1.37823 3.78887 0.47247
N: -0.12582 4.20230 0.73944
C: 0.94102 3.44295 0.31563
C: 2.26707 3.83373 0.55885
C: 3.31399 3.06034 0.11122
C: 3.06589 1.88722 -0.58970
C: 1.77985 1.48547 -0.83977
C: 0.69820 2.24246 -0.38136
C: -0.66487 1.75010 -0.64919
O: -0.85242 0.67248 -1.21116
H: 1.57850 0.57785 -1.38688
S: 4.45640 0.96931 -1.25724
O: 4.64846 1.45827 -2.59324
O: 5.56113 1.09198 -0.34496
N: 3.86920 -0.59997 -1.32684
C: 4.02468 -1.24185 -2.61508
H: 3.17020 -1.88865 -2.81317
H: 4.05572 -0.45165 -3.36087
H: 4.95136 -1.82103 -2.68135
C: 4.14995 -1.40078 -0.13627
C: 3.55706 -2.80680 -0.25952
C: 3.81630 -3.61595 1.00877
C: 3.21817 -2.92256 2.22623
C: 3.80415 -1.52213 2.35724
C: 3.54904 -0.70984 1.08986
H: 2.47408 -0.59205 0.93544
H: 3.99271 0.27870 1.19976
H: 4.88025 -1.59198 2.52800
H: 3.36195 -1.00737 3.21238
H: 3.42613 -3.50273 3.12735
H: 2.13421 -2.85508 2.11131
H: 3.38653 -4.61326 0.89512
H: 4.89340 -3.72950 1.15061
H: 3.99531 -3.33206 -1.10792
H: 2.48175 -2.71928 -0.42680
H: 5.24053 -1.47611 0.00010
H: 4.33815 3.34387 0.29497
H: 2.48099 4.74360 1.09433
C: 0.08384 5.44109 1.45261
H: -0.88094 5.88439 1.68794
H: 0.65166 6.14527 0.84167
H: 0.62222 5.26163 2.38513
H: -2.19130 4.41904 0.80984
H: -2.72662 0.66063 -1.32278
H: -4.95665 0.44724 -2.23005
H: -5.49728 1.68356 -1.05559
H: -6.21735 -0.55786 -0.30830
H: -5.04392 0.15280 0.80740
C: -3.33888 -1.63630 0.69012
H: -2.58262 -2.33360 0.31695
H: -2.83961 -0.68300 0.88076
C: -3.91855 -2.17788 2.00375
H: -4.68910 -1.51305 2.38827
H: -3.13168 -2.25943 2.74933
H: -4.35629 -3.16208 1.85478
H: -5.84984 -2.87077 -0.23784
H: -4.25233 -3.44731 -0.75716

The calculation puts the total energy at -50458.79999 eV. As for the LUMO energy: 0.0 eV. Its net charge is 0. The value obtained for the HOMO energy is -8.103 eV. For the strongest force on any atom, the calculation gives 1.08 eV/A. Its SMILES is CCN(CC)CCNC(=O)c1cn(C)c2ccc(S(=O)(=O)N(C)C3CCCCC3)cc2c1=O. The calculation puts the HOMO-LUMO gap at 0.296 Eh.